Formula: C20H29GeN3OTl
Source: OMol25
Level of theory: ωB97M-V with the def2-TZVPD basis set

```
55
C20H29GeN3OTl | OMol25 | ωB97M-V with the def2-TZVPD basis set
Tl 1.7828 -1.4587 0.0615
O 0.2373 -5.2013 -1.6653
C 0.6837 -4.0821 -1.4462
N 0.8732 -3.5363 -0.2329
C 0.4716 -4.3577 0.8819
C 0.2371 -3.5726 2.1420
C -0.0244 -4.2452 3.3358
C -0.2490 -3.5237 4.4896
C -0.2149 -2.1334 4.4311
C 0.0528 -1.5476 3.2144
N 0.2769 -2.2401 2.0900
C 1.0311 -3.1944 -2.6212
C 1.2262 -3.7855 -3.8617
C 1.5138 -2.9839 -4.9522
C 1.5796 -1.6091 -4.7696
C 1.3754 -1.1064 -3.4986
N 1.1106 -1.8729 -2.4386
H 1.1995 -5.1521 1.0829
H -0.4595 -4.8802 0.6315
H -0.0432 -5.3273 3.3397
H -0.4423 -4.0336 5.4239
H -0.3821 -1.5308 5.3124
H 0.0880 -0.4658 3.1205
H 1.1418 -4.8600 -3.9396
H 1.6828 -3.4184 -5.9283
H 1.7855 -0.9418 -5.5944
H 1.4277 -0.0373 -3.3191
C 1.0838 5.6451 -0.3157
C 1.2791 4.1343 -0.2558
C 0.9409 3.5715 1.1246
C 1.1184 2.0540 1.2166
Ge -0.0576 1.0194 -0.0079
C -1.8997 0.4839 0.4701
C -2.7292 1.6684 0.9878
C -3.2577 2.5623 -0.1285
C -2.1420 3.2093 -0.9435
H 1.3241 6.0352 -1.3038
H 1.7283 6.1392 0.4123
H 0.0506 5.9137 -0.0881
H 2.3168 3.8866 -0.4948
H 0.6479 3.6473 -1.0095
H -0.0806 3.8552 1.3949
H 1.6008 4.0297 1.8656
H 0.9034 1.6936 2.2242
H 2.1366 1.7670 0.9567
H 0.2896 1.0420 -1.5066
H -1.8098 -0.2924 1.2321
H -2.3410 0.0357 -0.4211
H -2.1365 2.2778 1.6788
H -3.5653 1.2665 1.5620
H -3.8751 3.3435 0.3181
H -3.9067 1.9769 -0.7844
H -1.4622 3.7732 -0.2953
H -2.5497 3.9014 -1.6787
H -1.5693 2.4579 -1.4991
```

Values from the calculation:
**Total charge**: +1
**Maximum force**: 1.3 eV/A
**Frontier orbital gap**: 6.419 eV



Formula: C9H14N
Source: OMol25
Level of theory: ωB97M-V with the def2-TZVPD basis set

```
24
C9H14N | OMol25 | ωB97M-V with the def2-TZVPD basis set
C -2.9570 0.0482 -0.2632
C -4.1422 0.3579 0.0037
C -1.4680 -2.1678 0.7344
C -1.7254 -0.3105 -0.5373
C -5.4753 0.8979 0.1479
C 3.4112 0.3735 0.4231
C 2.4331 0.8734 -0.5639
C 1.5267 -0.2652 -1.0280
C 0.5020 -0.7921 0.1256
N -0.7988 -1.3054 -0.2884
H -1.0801 -1.6102 1.6646
H -5.7212 1.0873 -0.9411
H -6.1560 0.1909 0.7498
H -5.3914 1.9360 0.6072
H 3.0380 0.0211 1.4515
H 4.2517 1.1171 0.6516
H 4.0465 -0.4770 0.2661
H 1.8025 1.5981 -0.1026
H 2.8910 1.2264 -1.4300
H 1.0202 0.1899 -1.9055
H 2.0703 -1.2103 -1.2059
H 0.9375 -1.5596 0.6752
H 0.5491 -0.0586 0.9454
H -0.6649 -1.8106 -1.1707
```

Values from the calculation:
**Relative energy (zero: lowest compared OMol25 entry of this formula, charge and spin)**: 1074.70 kJ/mol
**Total charge**: +1
**Maximum force**: 4.6 eV/A
**Frontier orbital gap (alpha / beta)**: 6.723 / 6.752 eV